(1)
The following is a quantum chemistry calculation of a molecular structure, C21H33BeBr2Cl2CsF4LiN3O8 at a distorted geometry, from the Open Molecules 2025 dataset.

Properties
Charge: 0
Kohn-Sham gap: 1.936 eV
HOMO energy: -5.59 eV
E_LUMO: -0.134 Eh

Each line ends with the Löwdin charge.
CARTESIAN COORDINATES (ANGSTROEM)
C 2.5606 -2.2595 0.1790  -0.09
C 1.5593 -2.0358 -0.9718  -0.25
C 0.3477 -1.1750 -0.4989  -0.60
Br -0.9343 -2.4326 0.3283  0.88
N -0.1255 -0.3841 -1.6401  -0.08
C -1.4877 -0.6281 -2.0989  -0.13
C -2.5888 0.0736 -1.2409  -0.23
C -3.7377 -0.8786 -0.9176  -0.27
C -4.9086 -0.1045 -0.2712  -0.79
O -5.2119 1.0079 -0.5952  0.06
Br -5.8432 -1.0302 1.1537  0.79
N -2.0745 0.7366 -0.0130  0.15
C -0.8707 1.6190 -0.2450  -0.29
C -1.4555 2.9650 -0.7410  -0.05
C -0.2094 1.8720 1.1777  -0.04
C 0.0712 3.3479 1.4535  -0.77
O 1.0618 3.9334 1.1729  -0.59
Cl -1.2041 4.2242 2.3123  0.78
C 0.0097 1.0538 -1.4244  -0.12
C 1.4649 1.5000 -1.4717  -0.60
F 2.1885 1.0035 -0.5159  0.06
F 1.9800 1.0471 -2.6192  0.18
F 1.5702 2.8637 -1.5564  0.07
H 2.7098 -3.3384 0.2710  0.07
H 2.1784 -1.9098 1.1409  0.07
H 3.5373 -1.8207 -0.0147  0.08
H 2.0004 -1.5329 -1.8323  0.11
H 1.1556 -2.9696 -1.3624  0.10
H 0.7446 -0.5820 0.3243  0.07
H -1.5702 -0.1579 -3.0845  0.14
H -1.7194 -1.6695 -2.3003  0.11
H -3.0469 0.8615 -1.8379  0.15
H -3.4413 -1.6467 -0.1632  -0.05
H -4.1247 -1.3092 -1.8461  0.09
H -1.9363 0.0859 0.7707  0.14
H -2.8125 1.3897 0.2904  0.18
H -2.0931 3.4562 0.0188  0.01
H -0.6573 3.6516 -1.0322  0.09
H -2.0593 2.8073 -1.6371  0.11
H -0.9650 1.6077 1.9262  0.12
H 0.6815 1.2967 1.4380  0.13
H -0.4365 1.4870 -2.3243  0.16
C -2.6396 9.5797 2.3010  0.01
C -2.2537 8.7101 1.1434  -0.48
O -2.8711 8.6971 0.0945  0.05
C -1.0609 7.8153 1.2870  -0.03
H -3.5199 10.1602 2.0368  0.10
H -2.8721 8.9607 3.1686  0.10
H -1.8247 10.2641 2.5421  0.10
H -1.2075 7.0974 2.0944  0.07
H -0.1641 8.4085 1.4698  0.11
H -0.9394 7.2833 0.3540  0.03
N 5.2258 -5.3834 0.9998  -0.01
C 4.5090 -6.0916 1.9249  -0.15
C 4.3622 -7.3699 1.4545  -0.11
C 5.0202 -7.4408 0.1959  -0.10
C 5.5443 -6.2001 -0.0543  -0.14
H 5.4787 -4.4162 1.0802  0.14
H 4.1657 -5.6260 2.8334  0.10
H 3.8407 -8.1679 1.9568  0.09
H 5.0971 -8.3076 -0.4490  0.05
H 6.1135 -5.8268 -0.8887  0.10
Cl 3.7973 2.4765 0.9576  -0.44
Cs 2.1582 5.5780 0.1714  1.22
O 0.8748 -1.2912 -4.7371  -0.50
H 0.9565 -0.5833 -4.0893  -0.21
F -3.6188 4.5130 0.3815  -0.71
Li -2.3557 6.3807 -0.7053  0.78
Be -3.8366 -3.2439 -0.9110  0.67
C -3.4083 -5.2351 2.1069  -0.95
O -3.1493 -5.2312 3.3035  0.14
O -3.8349 -6.2254 1.4540  0.11
O -3.2727 -4.1902 1.3623  -0.10
O 4.9738 -10.0538 -1.3400  -0.06
H 5.6442 -10.0893 -2.0308  0.05
H 4.7603 -10.9773 -1.1702  0.05

Atoms 1-3, force components in eV/Å:
C -0.19 -0.91 -0.40
C -0.43 0.29 0.46
C 1.86 -0.97 -1.12


(2)
The following is a quantum chemistry calculation of a molecular structure, C45H44AuCl2N3O3P2S at a distorted geometry, from the Open Molecules 2025 dataset.

Properties
Spin multiplicity: 3
Charge: +2
Energy above the lowest of the compared OMol25 structures with the same formula, charge and spin: 45.4 kJ/mol
Kohn-Sham gap (alpha / beta): 6.939 / 3.224 eV
HOMO energy (alpha / beta): -12.29 / -12.29 eV
E_LUMO (alpha / beta): -0.197 / -0.333 Eh

Each line ends with the Löwdin charge.
CARTESIAN COORDINATES (ANGSTROEM)
Au 0.4510 0.2892 -0.0621  0.52
C 0.3292 -3.1541 -0.2502  -0.25
N 0.8106 -3.2157 1.1112  -0.09
C 0.0338 -2.5400 2.1496  -0.14
P 0.3432 -0.5608 2.1109  0.98
C -0.9436 0.1273 3.1083  -0.39
C -0.5642 1.0765 4.1242  -0.05
C -1.5405 1.7031 4.9266  -0.05
C -2.9138 1.4866 4.7116  -0.05
C -3.2819 0.5128 3.7685  -0.03
C -2.2847 -0.1714 2.9612  -0.06
C 1.8940 -0.3763 3.0265  -0.46
C 2.8160 0.5453 2.5023  -0.12
C 3.8610 1.0317 3.3187  -0.04
C 3.9451 0.5997 4.6532  -0.05
C 3.1490 -0.4525 5.1065  -0.02
C 2.0891 -0.9331 4.2495  -0.10
C 1.9366 -4.0094 1.5544  -0.17
C 1.9360 -5.4213 1.2368  -0.02
C 3.1133 -6.1123 1.2379  -0.04
C 4.3966 -5.4512 1.4307  -0.01
C 4.4448 -4.0990 1.7778  -0.04
C 3.1832 -3.4329 1.9924  0.03
P 1.2375 -1.8952 -1.1933  1.03
C 2.9839 -2.2155 -1.1983  -0.37
C 3.5614 -3.2354 -2.0568  -0.04
C 4.9528 -3.2946 -2.2339  -0.05
C 5.7305 -2.3363 -1.6394  -0.06
C 5.2039 -1.4069 -0.7847  -0.07
C 3.8572 -1.3684 -0.5469  -0.12
C 0.7787 -1.9054 -2.9097  -0.36
C -0.3648 -2.6602 -3.3369  -0.05
C -0.5475 -2.8321 -4.6987  -0.05
C 0.3210 -2.2923 -5.6409  -0.04
C 1.3791 -1.5088 -5.2153  -0.04
C 1.6097 -1.2515 -3.8430  -0.06
H -0.6887 -2.8235 -0.1791  0.07
H 0.3499 -4.1567 -0.7877  0.15
H 0.4408 -2.8977 3.1526  0.12
H -1.0218 -2.6423 2.0608  0.09
H 0.4456 1.2982 4.3124  0.08
H -1.3167 2.3904 5.7268  0.11
H -3.7032 2.0687 5.2799  0.14
H -4.3300 0.2580 3.6103  0.11
H -2.5537 -0.8772 2.1778  0.09
H 2.7572 0.8900 1.4671  0.07
H 4.6317 1.7433 2.9522  0.13
H 4.6118 1.0648 5.3906  0.13
H 3.1718 -0.8033 6.0984  0.10
H 1.4228 -1.7577 4.6197  0.13
H 0.9871 -5.9625 0.9982  0.14
H 3.0911 -7.2119 1.1080  0.13
H 5.3197 -6.0951 1.3271  0.14
H 5.3822 -3.5199 1.8836  0.13
H 3.2622 -2.4404 2.4514  0.10
H 2.8726 -3.8868 -2.6119  0.12
H 5.2851 -4.0456 -2.9675  0.13
H 6.8188 -2.2969 -1.7957  0.13
H 5.8478 -0.6731 -0.3463  0.12
H 3.4293 -0.6468 0.1493  0.07
H -1.1313 -2.9767 -2.5879  0.10
H -1.3834 -3.3513 -5.1147  0.11
H 0.2561 -2.4238 -6.7274  0.13
H 1.9597 -1.0449 -6.0166  0.12
H 2.3526 -0.5979 -3.4499  0.10
Cl -4.4958 -2.9006 -0.3198  0.62
C -3.9300 -2.0101 -1.6891  -1.04
Cl -5.2344 -1.9301 -2.9276  0.59
C -3.1102 -0.7416 -1.3181  -0.68
O -2.0467 -0.9332 -0.6804  -0.14
O -3.4533 0.3603 -1.8544  -0.08
H -3.2736 -2.6637 -2.1885  0.00
C 0.1662 6.7723 -1.5993  -0.10
C 0.8352 6.1068 -0.4061  -0.22
C 0.5955 4.5650 -0.3419  -0.17
N -0.7741 4.2003 -0.7802  0.05
C -1.1504 3.0400 -1.2749  -0.66
S -0.0661 1.8281 -1.8573  0.61
N -2.5373 2.8147 -1.3566  0.14
C -3.4298 3.8334 -1.3420  -0.31
O -3.0776 5.0643 -1.1413  0.00
C -4.8401 3.5661 -1.4924  -0.13
C -5.5389 2.3581 -1.7510  0.00
C -6.9191 2.2955 -1.8469  -0.08
C -7.6865 3.4121 -1.7921  -0.05
C -7.0424 4.6036 -1.3983  -0.03
C -5.6322 4.7094 -1.4116  0.00
H 0.6180 7.7602 -1.8044  0.09
H -0.9007 6.8274 -1.3720  0.07
H 0.2572 6.2582 -2.5828  0.09
H 0.4037 6.5885 0.4536  0.10
H 1.9212 6.2190 -0.4111  0.11
H 0.7962 4.1660 0.6627  0.12
H 1.2817 4.0518 -1.0581  0.09
H -1.5371 4.9097 -0.7690  0.09
H -2.8019 1.8073 -1.4896  0.08
H -5.0780 1.4195 -1.9633  0.07
H -7.3089 1.3035 -2.0348  0.11
H -8.7438 3.3165 -1.9254  0.11
H -7.5867 5.5025 -1.2761  0.09
H -5.1532 5.6981 -1.2898  0.13

Atoms 1-3, force components in eV/Å:
Au -0.72 -0.26 -0.39
C -0.05 -2.09 -0.01
N 0.32 -0.51 2.32


(3)
The following is a quantum chemistry calculation of a molecular structure, C6H10N2 at a distorted geometry, from the Open Molecules 2025 dataset.

Properties
Charge: 0
Energy above the lowest of the compared OMol25 structures with the same formula, charge and spin: 520.6 kJ/mol
Kohn-Sham gap: 7.577 eV
HOMO energy: -6.86 eV
E_LUMO: 0.026 Eh

Each line ends with the Löwdin charge.
CARTESIAN COORDINATES (ANGSTROEM)
C 0.0810 1.1345 -0.3747  -0.13
C 0.2653 1.7961 0.9792  -0.13
C 1.2252 -0.4671 -0.0965  -0.16
C -0.0919 -0.8457 -0.4858  -0.45
C -0.9438 -1.3365 0.6392  -0.22
C -0.3945 -1.3413 -1.7476  0.01
N 2.4309 -0.4155 -0.0143  0.20
N -2.1235 -0.9049 0.7782  0.13
H 2.9703 0.4302 -0.2090  0.09
H -2.6150 -1.3677 1.5420  0.05
H -0.4594 -2.0738 1.2880  0.13
H 0.6740 1.5478 -1.1879  0.10
H -0.9591 1.1830 -0.6806  0.10
H 0.3259 -1.3050 -2.5521  0.04
H -1.2708 -1.9606 -1.8552  0.04
H -0.2791 1.2433 1.7448  0.07
H 1.3094 1.8756 1.2825  0.06
H -0.1449 2.8074 0.9499  0.07

Atoms 1-3, force components in eV/Å:
C 1.24 0.81 0.70
C 0.00 0.25 -0.22
C -2.24 1.96 -1.81


(4)
The following is a quantum chemistry calculation of a molecular structure, C16H10N3O2S5Tl at a distorted geometry, from the Open Molecules 2025 dataset.

Properties
Charge: 0
Energy above the lowest of the compared OMol25 structures with the same formula, charge and spin: 32.0 kJ/mol
Kohn-Sham gap: 6.057 eV
HOMO energy: -7.53 eV
E_LUMO: -0.054 Eh

Each line ends with the Löwdin charge.
CARTESIAN COORDINATES (ANGSTROEM)
Tl -0.1696 0.3583 -0.2692  0.79
O 3.2538 0.3781 4.2363  0.06
C 4.0411 0.9374 3.3060  -0.27
C 5.2244 1.5387 3.7369  -0.01
C 6.0926 2.1074 2.8307  -0.07
C 5.8126 2.0833 1.4647  -0.09
C 4.6378 1.5136 1.0303  -0.02
C 3.7302 0.9451 1.9342  -0.08
C 2.4669 0.4226 1.3939  -0.41
O 2.1426 0.6688 0.2059  -0.10
N 1.7256 -0.3274 2.2457  0.04
N 0.5889 -0.7388 1.7286  -0.08
C -0.1315 -1.6514 2.2553  -0.05
C -1.3444 -2.0946 1.5818  -0.26
C -2.1096 -3.1413 2.0876  0.00
C -3.2201 -3.5640 1.3784  -0.04
C -3.5441 -2.9313 0.1866  -0.03
C -2.7384 -1.8914 -0.2453  -0.10
N -1.6709 -1.4920 0.4354  0.02
H 2.5240 -0.0848 3.7699  0.06
H 5.4360 1.5318 4.7981  0.12
H 7.0001 2.5792 3.1854  0.11
H 6.5086 2.5117 0.7565  0.10
H 4.3840 1.4904 -0.0203  0.12
H 0.1711 -2.1436 3.1753  0.14
H -1.8238 -3.6113 3.0192  0.12
H -3.8252 -4.3808 1.7481  0.12
H -4.4013 -3.2331 -0.3975  0.11
H -2.9421 -1.3569 -1.1667  0.11
S -2.8586 4.5453 -5.5954  0.55
C -2.3533 3.5584 -4.3990  -1.51
S -2.4888 3.9375 -2.7098  0.89
C -1.7727 2.4621 -2.0760  -1.15
C -1.3330 1.5772 -2.9920  -1.14
S -0.5188 0.0452 -2.7885  0.54
S -1.5504 2.0432 -4.6736  0.89
S -1.7031 2.4148 -0.3328  0.54

Atoms 1-3, force components in eV/Å:
Tl -0.06 0.34 -0.40
O 0.12 0.02 0.20
C 0.01 -0.10 -0.14


> What is the formula in the second record?

C45H44AuCl2N3O3P2S